The following is a quantum chemistry calculation of C47H68BN7O4S3SeSr as an isolated structure, from OMol25.

The geometry in XYZ format:
```
132
Properties=species:S:1:pos:R:3:forces:R:3
Sr 0.873 0.910 -0.093 0.1 0.0 -0.8
C -7.270 -1.637 0.592 0.0 0.0 0.0
C -6.146 -1.864 -0.418 0.0 0.0 0.0
C -5.773 -3.353 -0.390 0.0 0.0 0.0
C -6.683 -1.512 -1.813 0.0 0.0 0.0
C -4.910 -1.021 -0.109 0.0 0.0 0.0
C -3.786 -1.113 -0.922 -0.1 0.0 0.0
C -2.628 -0.403 -0.671 -0.1 0.0 0.1
Se -1.130 -0.642 -1.856 -0.2 -0.2 0.1
C -0.525 -2.382 -1.278 0.0 0.0 0.1
C -1.193 -3.484 -1.780 -0.1 0.0 -0.1
C -0.892 -4.773 -1.363 0.0 0.0 0.0
C 0.142 -4.890 -0.434 0.0 0.1 0.0
C 0.873 -3.827 0.076 0.0 -0.1 -0.1
C 0.538 -2.491 -0.328 -0.1 0.1 0.2
O 1.124 -1.458 0.157 -0.2 0.1 0.0
C 1.999 -4.175 1.070 0.0 0.0 0.0
C 2.928 -5.227 0.439 0.0 0.0 0.0
C 1.374 -4.757 2.348 0.0 0.0 0.0
C 2.894 -3.005 1.496 0.0 0.0 0.0
C -1.627 -6.016 -1.858 0.0 0.0 0.0
C -2.698 -5.672 -2.894 0.0 0.0 0.0
C -2.317 -6.716 -0.678 0.0 0.0 0.0
C -0.636 -6.992 -2.508 0.0 0.0 0.0
C -2.521 0.489 0.437 0.1 -0.1 0.2
O -1.434 1.138 0.708 0.1 -0.1 -0.1
C -3.688 0.605 1.260 -0.1 0.1 0.0
C -4.822 -0.143 0.969 0.0 0.0 0.0
C -3.658 1.554 2.464 0.0 0.0 0.0
C -2.599 1.084 3.472 0.0 0.0 0.0
C -3.351 2.985 1.991 0.0 0.0 0.0
C -4.996 1.605 3.208 0.0 0.0 0.0
H -8.126 -2.268 0.337 0.0 0.0 0.0
H -7.605 -0.597 0.592 0.0 0.0 0.0
H -6.953 -1.892 1.606 0.0 0.0 0.0
H -6.643 -3.978 -0.622 0.0 0.0 0.0
H -5.394 -3.633 0.595 0.0 0.0 0.0
H -4.989 -3.576 -1.115 0.0 0.0 0.0
H -7.563 -2.117 -2.055 0.0 0.0 0.0
H -5.928 -1.688 -2.581 0.0 0.0 0.0
H -6.962 -0.457 -1.859 0.0 0.0 0.0
H -3.791 -1.771 -1.785 0.0 0.0 0.0
H -1.974 -3.304 -2.509 0.0 0.0 0.0
H 0.395 -5.887 -0.085 0.0 0.0 0.0
H 2.413 -6.163 0.218 0.0 0.0 0.0
H 3.753 -5.452 1.123 0.0 0.0 0.0
H 3.349 -4.847 -0.494 0.0 0.0 0.0
H 0.745 -5.624 2.132 0.0 0.0 0.0
H 0.756 -4.003 2.840 0.0 0.0 0.0
H 2.159 -5.065 3.048 0.0 0.0 0.0
H 3.362 -2.521 0.640 0.0 0.0 0.0
H 3.677 -3.405 2.153 0.0 0.0 0.0
H 2.332 -2.250 2.039 0.0 0.0 0.0
H -3.456 -5.006 -2.478 0.0 0.0 0.0
H -3.198 -6.587 -3.225 0.0 0.0 0.0
H -2.263 -5.186 -3.770 0.0 0.0 0.0
H -3.044 -6.047 -0.214 0.0 0.0 0.0
H -1.593 -7.002 0.087 0.0 0.0 0.0
H -2.838 -7.620 -1.012 0.0 0.0 0.0
H -0.129 -6.514 -3.349 0.0 0.0 0.0
H -1.155 -7.885 -2.874 0.0 0.0 0.0
H 0.129 -7.311 -1.798 0.0 0.0 0.0
H -5.680 -0.038 1.618 0.0 0.0 0.0
H -1.621 1.000 3.008 0.0 0.0 0.0
H -2.861 0.099 3.865 0.0 0.0 0.0
H -2.539 1.783 4.315 0.0 0.0 0.0
H -2.438 3.010 1.400 0.0 0.0 0.0
H -3.243 3.654 2.853 0.0 0.0 0.0
H -4.171 3.358 1.371 0.0 0.0 0.0
H -5.267 0.632 3.626 0.0 0.0 0.0
H -5.809 1.942 2.561 0.0 0.0 0.0
H -4.911 2.312 4.038 0.0 0.0 0.0
C -0.195 1.490 -4.786 0.0 0.0 0.0
C 0.015 2.785 -4.078 0.0 -0.1 0.1
N 0.059 2.954 -2.790 0.0 0.1 -0.1
C 0.197 4.287 -2.471 0.0 -0.1 0.0
C 0.263 5.136 -3.531 0.0 0.0 0.0
S 0.172 4.248 -4.985 0.0 0.1 0.0
C 0.293 4.684 -1.062 0.0 0.0 0.1
C 0.430 5.956 -0.593 0.0 0.0 0.0
S 0.519 5.935 1.116 0.0 0.1 0.0
C 0.367 4.220 1.098 0.0 -0.1 0.0
N 0.263 3.714 -0.090 0.0 0.0 0.0
C 0.449 3.387 2.328 0.0 0.1 0.1
H -0.052 0.670 -4.090 0.0 0.0 0.0
H 0.512 1.394 -5.612 0.0 0.0 0.0
H -1.212 1.449 -5.184 0.0 0.0 0.0
H 0.396 6.205 -3.520 0.0 0.0 0.0
H 0.477 6.873 -1.155 0.0 0.0 0.0
H 0.376 3.990 3.233 0.0 0.0 0.0
H 1.420 2.877 2.311 0.0 0.0 0.0
H -0.344 2.637 2.319 0.0 0.0 0.0
N 1.818 -0.044 -2.696 0.2 0.1 0.2
C 2.608 0.271 -3.490 -0.1 0.1 -0.1
N 3.528 0.582 -4.368 0.1 0.0 0.0
C 3.197 1.286 -5.423 0.0 0.0 0.0
N 2.993 1.906 -6.389 0.0 0.0 0.0
C 3.678 1.984 3.569 -0.1 0.0 -0.1
N 2.921 0.742 3.661 0.0 0.0 0.1
C 1.862 0.508 4.454 0.1 0.0 -0.1
S 0.792 -0.746 4.177 0.0 0.1 0.0
N 1.681 1.359 5.522 0.0 0.0 0.0
C 2.786 1.775 6.378 0.0 0.0 0.0
H 3.843 2.197 2.510 0.0 0.0 0.0
H 4.633 1.925 4.097 0.0 0.0 0.0
H 3.091 2.803 3.978 0.0 0.0 0.0
H 2.993 0.113 2.873 0.0 0.0 0.0
H 0.838 1.104 6.009 0.0 0.0 0.0
H 3.669 1.164 6.193 0.0 0.0 0.0
H 2.497 1.635 7.420 0.0 0.0 0.0
H 3.058 2.822 6.238 0.0 0.0 0.0
C 6.338 3.741 0.018 0.0 0.0 0.0
C 4.977 4.116 -0.568 0.0 0.0 0.0
C 4.921 5.622 -0.780 0.0 0.0 0.0
O 3.988 3.758 0.414 0.0 0.0 -0.1
B 3.327 2.556 0.040 0.0 -0.1 0.3
O 3.751 2.242 -1.253 0.1 -0.1 -0.1
C 4.582 3.265 -1.822 0.0 0.1 0.2
C 5.746 2.605 -2.541 0.0 0.0 -0.1
C 3.728 4.024 -2.831 0.0 0.0 0.0
H 6.471 4.284 0.956 0.0 0.0 0.0
H 7.162 3.994 -0.654 0.0 0.0 0.0
H 6.377 2.674 0.236 0.0 0.0 0.0
H 5.188 6.126 0.151 0.0 0.0 0.0
H 3.918 5.941 -1.062 0.0 0.0 0.0
H 5.622 5.939 -1.558 0.0 0.0 0.0
H 6.318 1.962 -1.874 0.0 0.0 0.0
H 6.416 3.363 -2.962 0.0 0.0 0.0
H 5.356 1.988 -3.352 0.0 0.0 0.0
H 2.864 4.473 -2.342 0.0 0.0 0.0
H 3.369 3.322 -3.586 0.0 0.0 0.0
H 4.298 4.810 -3.337 0.0 0.0 0.0
```
Forces are in eV/Å.

- total charge = -2


The following is a quantum chemistry calculation of C47H69InN5O4P4 as an isolated structure, from OMol25.

The geometry in XYZ format:
```
130
Properties=species:S:1:pos:R:3:forces:R:3
In -0.455 0.071 -0.075 0.0 -0.1 0.1
N -3.578 0.223 0.620 0.2 0.1 0.0
P -2.847 0.884 -0.760 -0.1 -0.1 0.0
C -3.153 2.654 -0.747 0.0 0.0 0.0
C -2.313 3.439 0.047 0.0 0.0 0.0
C -2.525 4.806 0.119 0.0 0.0 0.0
C -3.557 5.388 -0.605 0.0 0.0 0.0
C -4.380 4.610 -1.409 0.0 0.0 0.0
C -4.179 3.240 -1.484 0.0 0.0 0.0
C -3.664 0.202 -2.211 0.0 0.0 0.0
C -4.913 -0.406 -2.142 0.0 0.0 0.0
C -5.498 -0.917 -3.291 0.0 0.0 0.0
C -4.834 -0.822 -4.507 0.0 0.0 0.0
C -3.583 -0.224 -4.576 0.0 0.0 0.0
C -2.993 0.285 -3.431 0.0 0.0 0.0
P -2.510 -0.666 1.620 0.0 0.0 0.0
C -3.229 -2.312 1.786 0.0 0.0 0.0
C -2.449 -3.286 2.409 0.0 0.0 0.0
C -2.929 -4.578 2.541 0.0 0.0 0.0
C -4.186 -4.905 2.048 0.0 0.0 0.0
C -4.962 -3.940 1.423 0.0 0.0 0.0
C -4.483 -2.644 1.288 0.0 0.0 0.0
C -2.620 0.063 3.265 -0.1 0.0 0.0
C -1.670 1.024 3.613 0.0 0.0 0.0
C -1.752 1.648 4.850 0.0 0.0 0.0
C -2.768 1.314 5.733 0.0 0.0 0.0
C -3.706 0.345 5.392 0.0 0.0 0.0
C -3.629 -0.287 4.163 0.0 0.0 0.0
H -4.425 0.632 0.995 0.0 0.0 0.0
H -1.483 2.986 0.583 0.0 0.0 0.0
H -1.877 5.420 0.731 0.0 0.0 0.0
H -3.716 6.457 -0.551 0.0 0.0 0.0
H -5.175 5.072 -1.978 0.0 0.0 0.0
H -4.812 2.630 -2.117 0.0 0.0 0.0
H -5.427 -0.488 -1.192 0.0 0.0 0.0
H -6.470 -1.389 -3.238 0.0 0.0 0.0
H -5.291 -1.222 -5.402 0.0 0.0 0.0
H -3.061 -0.164 -5.522 0.0 0.0 0.0
H -2.002 0.721 -3.477 0.0 0.0 0.0
H -1.462 -3.035 2.783 0.0 0.0 0.0
H -2.321 -5.332 3.022 0.0 0.0 0.0
H -4.559 -5.916 2.149 0.0 0.0 0.0
H -5.940 -4.196 1.037 0.0 0.0 0.0
H -5.083 -1.898 0.783 0.0 0.0 0.0
H -0.862 1.259 2.924 0.0 0.0 0.0
H -1.012 2.388 5.128 0.0 0.0 0.0
H -2.826 1.799 6.699 0.0 0.0 0.0
H -4.489 0.079 6.090 0.0 0.0 0.0
H -4.344 -1.060 3.905 0.0 0.0 0.0
C -2.340 -4.044 -3.958 0.0 0.0 0.0
C -1.648 -3.776 -2.635 0.0 0.0 0.0
C -0.584 -4.821 -2.339 0.0 0.0 0.0
C -2.653 -3.671 -1.502 0.0 0.0 0.0
O -1.042 -2.446 -2.815 0.0 -0.1 0.0
P 0.132 -1.807 -1.987 -0.1 0.0 0.0
O 0.071 -0.301 -2.219 0.1 0.0 0.0
O -0.021 -2.041 -0.480 0.0 0.1 -0.1
O 1.482 -2.460 -2.445 0.0 0.0 0.0
C 2.213 -2.195 -3.699 0.0 0.0 0.0
C 1.251 -2.055 -4.868 0.0 0.0 0.0
C 3.106 -3.410 -3.862 0.0 0.0 0.0
C 3.033 -0.930 -3.504 0.0 0.0 0.0
H -2.898 -4.980 -3.902 0.0 0.0 0.0
H -1.615 -4.121 -4.769 0.0 0.0 0.0
H -3.034 -3.234 -4.183 0.0 0.0 0.0
H -1.060 -5.799 -2.264 0.0 0.0 0.0
H -0.077 -4.615 -1.396 0.0 0.0 0.0
H 0.159 -4.862 -3.136 0.0 0.0 0.0
H -3.183 -4.617 -1.383 0.0 0.0 0.0
H -3.383 -2.890 -1.722 0.0 0.0 0.0
H -2.150 -3.437 -0.564 0.0 0.0 0.0
H 0.640 -2.950 -4.983 0.0 0.0 0.0
H 1.828 -1.911 -5.782 0.0 0.0 0.0
H 0.592 -1.195 -4.742 0.0 0.0 0.0
H 2.508 -4.315 -3.969 0.0 0.0 0.0
H 3.753 -3.522 -2.991 0.0 0.0 0.0
H 3.730 -3.296 -4.748 0.0 0.0 0.0
H 2.385 -0.072 -3.321 0.0 0.0 0.0
H 3.627 -0.740 -4.399 0.0 0.0 0.0
H 3.712 -1.050 -2.660 0.0 0.0 0.0
N 0.508 1.386 1.042 -0.1 0.1 -0.1
P 2.040 1.575 1.256 0.1 0.0 0.0
N 2.988 0.200 1.384 0.0 0.0 0.0
C 3.381 -0.464 0.139 0.0 0.0 0.0
C 4.549 -1.405 0.387 0.0 0.0 0.0
C 4.193 -2.429 1.460 0.0 0.0 0.0
C 3.700 -1.728 2.723 0.0 0.0 0.0
C 2.559 -0.776 2.394 0.0 0.0 0.0
N 2.717 2.462 0.033 -0.1 0.0 0.0
C 4.017 3.112 0.161 0.0 0.0 0.0
C 4.981 2.675 -0.946 0.0 0.0 0.0
C 4.251 2.536 -2.295 0.0 0.0 0.0
C 2.930 3.295 -2.274 0.0 0.0 0.0
C 1.997 2.688 -1.230 0.0 0.0 0.0
N 2.327 2.329 2.704 0.0 0.0 0.0
C 1.462 3.461 3.062 0.0 0.0 0.0
C 1.558 3.726 4.557 0.0 0.0 0.0
C 2.976 4.165 4.948 0.0 0.0 0.0
C 4.023 3.509 4.034 0.0 0.0 0.0
C 3.530 2.160 3.529 0.0 0.0 0.0
H 3.647 0.298 -0.592 0.0 0.0 0.0
H 2.540 -1.045 -0.272 0.0 0.0 0.0
H 5.415 -0.815 0.706 0.0 0.0 0.0
H 4.820 -1.906 -0.546 0.0 0.0 0.0
H 5.051 -3.066 1.683 0.0 0.0 0.0
H 3.399 -3.082 1.079 0.0 0.0 0.0
H 4.518 -1.158 3.175 0.0 0.0 0.0
H 3.363 -2.458 3.462 0.0 0.0 0.0
H 2.222 -0.243 3.283 0.0 0.0 0.0
H 1.700 -1.354 2.014 0.0 0.0 0.0
H 4.436 2.872 1.135 0.0 0.0 0.0
H 3.889 4.200 0.139 0.0 0.0 0.0
H 5.450 1.727 -0.673 0.0 0.0 0.0
H 5.783 3.413 -1.015 0.0 0.0 0.0
H 4.036 1.482 -2.498 0.0 0.0 0.0
H 4.885 2.884 -3.112 0.0 0.0 0.0
H 2.436 3.250 -3.246 0.0 0.0 0.0
H 3.107 4.353 -2.063 0.0 0.0 0.0
H 1.629 1.731 -1.616 0.0 0.0 0.0
H 1.125 3.330 -1.068 0.0 0.0 0.0
H 0.440 3.216 2.772 0.0 0.0 0.0
H 1.748 4.366 2.508 0.0 0.0 0.0
H 1.289 2.807 5.085 0.0 0.0 0.0
H 0.827 4.484 4.843 0.0 0.0 0.0
H 3.166 3.899 5.989 0.0 0.0 0.0
H 3.061 5.251 4.883 0.0 0.0 0.0
H 4.969 3.381 4.561 0.0 0.0 0.0
H 4.226 4.151 3.172 0.0 0.0 0.0
H 3.312 1.514 4.390 0.0 0.0 0.0
H 4.295 1.649 2.947 0.0 0.0 0.0
```
Forces are in eV/Å.

- total charge = +1


The following is a quantum chemistry calculation of C47H69N3O2PS2SbSi4Sn as an isolated structure, from OMol25.

The geometry in XYZ format:
```
130
Properties=species:S:1:pos:R:3:forces:R:3
Sn -0.053 0.084 0.549 0.0 -0.4 0.4
C 0.207 -0.423 2.614 -0.1 0.1 -0.2
Si 1.959 -0.945 2.978 -0.2 0.1 0.1
C 2.865 0.038 1.640 0.3 -0.1 0.0
N 2.281 -0.107 0.283 -0.6 0.3 -0.4
C 2.607 -1.446 -0.343 0.0 0.0 -0.2
C 3.528 -1.331 -1.555 0.1 0.2 0.1
C 4.714 -0.416 -1.250 -0.1 0.0 0.0
C 4.236 0.998 -0.849 0.0 -0.1 0.1
C 2.734 1.016 -0.590 0.3 0.0 0.1
C 2.534 -0.329 4.625 0.2 0.1 0.1
C 2.632 -1.205 5.710 0.0 0.0 0.0
C 3.051 -0.752 6.954 0.0 0.0 0.0
C 3.382 0.586 7.131 0.0 0.0 -0.1
C 3.287 1.473 6.065 0.0 0.0 0.0
C 2.864 1.018 4.824 0.0 -0.1 0.1
C 2.220 -2.763 2.764 0.0 -0.2 0.1
C 1.204 -3.609 2.319 0.2 -0.1 0.1
C 1.415 -4.979 2.207 0.0 0.0 0.1
C 2.655 -5.517 2.521 0.0 0.1 0.0
C 3.685 -4.687 2.954 0.0 0.0 0.0
C 3.465 -3.324 3.084 0.0 0.0 -0.1
H -0.007 0.504 3.148 0.1 -0.1 0.1
H -0.545 -1.167 2.874 -0.1 0.0 0.0
H 3.929 -0.230 1.630 -0.1 0.0 -0.1
H 2.810 1.096 1.912 0.0 0.0 0.0
H 1.678 -1.941 -0.630 0.0 0.0 0.0
H 3.079 -2.068 0.415 0.0 0.1 0.1
H 2.978 -0.961 -2.425 0.0 0.0 0.0
H 3.878 -2.334 -1.801 0.0 0.0 0.0
H 5.367 -0.358 -2.119 0.1 0.0 0.0
H 5.301 -0.859 -0.441 0.0 0.0 0.0
H 4.436 1.716 -1.647 0.0 0.0 0.0
H 4.773 1.352 0.032 0.0 0.0 0.0
H 2.201 0.941 -1.523 0.0 -0.1 -0.1
H 2.435 1.953 -0.119 0.0 0.0 0.1
H 2.380 -2.253 5.583 0.0 0.1 0.0
H 3.125 -1.442 7.785 0.0 0.0 0.0
H 3.719 0.937 8.099 0.0 0.0 0.0
H 3.550 2.515 6.202 0.0 -0.1 0.0
H 2.793 1.729 4.004 0.0 0.0 0.1
H 0.226 -3.210 2.077 -0.1 0.0 0.1
H 0.605 -5.625 1.886 0.1 0.1 0.1
H 2.819 -6.585 2.439 0.0 0.0 0.0
H 4.653 -5.105 3.202 0.0 0.0 0.0
H 4.269 -2.690 3.450 0.0 0.0 0.0
S -2.696 -2.624 2.450 0.2 -0.2 0.0
P -2.451 -2.987 0.561 0.0 0.1 0.1
S -1.524 -1.461 -0.596 0.3 0.0 -0.1
C -1.564 -4.498 0.107 0.0 0.0 -0.1
C -2.283 -5.694 0.188 0.1 0.0 0.0
C -1.686 -6.887 -0.192 -0.1 0.1 0.1
C -0.376 -6.891 -0.658 0.0 0.0 0.0
C 0.345 -5.707 -0.721 -0.1 0.0 -0.2
C -0.247 -4.511 -0.337 -0.2 -0.1 -0.2
C -3.998 -3.098 -0.369 0.0 0.0 -0.1
C -3.968 -3.304 -1.751 -0.1 0.0 0.1
C -5.157 -3.432 -2.451 0.0 0.0 0.0
C -6.372 -3.361 -1.775 0.0 0.0 0.0
C -6.400 -3.145 -0.405 0.0 0.0 0.0
C -5.210 -3.010 0.304 0.0 0.0 -0.1
H -3.307 -5.687 0.541 0.0 0.0 0.0
H -2.249 -7.810 -0.138 0.0 0.0 0.0
H 0.078 -7.821 -0.979 0.0 0.0 0.0
H 1.369 -5.715 -1.074 0.0 0.0 0.0
H 0.316 -3.590 -0.385 0.0 0.0 -0.1
H -3.019 -3.372 -2.271 0.0 -0.1 0.0
H -5.141 -3.603 -3.521 0.0 0.0 0.0
H -7.299 -3.491 -2.320 0.0 0.0 0.0
H -7.347 -3.095 0.117 0.0 0.0 0.0
H -5.216 -2.848 1.375 0.0 0.0 0.0
O 3.897 3.935 -6.746 -0.1 0.0 0.0
C 2.495 3.910 -6.768 0.1 -0.1 0.1
N 1.970 2.674 -6.200 0.0 0.0 -0.1
C 1.320 2.617 -5.019 0.0 0.0 0.0
O 1.023 3.603 -4.361 0.1 -0.1 0.1
C 0.974 1.240 -4.500 0.0 0.1 0.0
C 0.968 0.070 -5.247 0.0 0.0 -0.1
C 0.656 -1.126 -4.623 0.0 -0.1 0.0
C 0.360 -1.120 -3.270 -0.1 0.1 0.1
N 0.354 -0.002 -2.533 0.0 0.2 -0.2
C 0.641 1.146 -3.154 -0.1 -0.2 0.0
H 4.209 4.193 -5.872 0.0 0.0 0.0
H 2.205 3.963 -7.812 0.0 0.0 -0.1
H 2.045 4.731 -6.217 0.0 0.1 0.0
H 2.260 1.824 -6.654 0.0 0.0 0.0
H 1.184 0.074 -6.310 0.0 0.0 0.1
H 0.650 -2.056 -5.175 0.0 0.0 0.0
H 0.092 -2.038 -2.757 0.1 0.0 0.0
H 0.619 2.055 -2.561 0.0 0.0 0.0
C -1.934 2.360 3.792 0.1 -0.1 0.2
Si -2.997 2.343 2.279 0.2 0.1 -0.4
C -3.993 3.897 2.161 -0.1 0.2 0.0
C -3.929 0.778 1.992 -0.1 -0.1 0.0
Sb -1.431 2.510 0.128 0.2 -0.3 0.0
Si -3.059 2.499 -2.025 0.3 0.0 0.5
C -4.397 3.596 -1.374 -0.2 0.2 0.0
C -3.601 0.757 -2.268 -0.1 -0.2 -0.1
C -2.103 3.219 -3.423 0.1 0.1 -0.2
Si 0.315 4.444 0.465 -0.5 -0.2 0.0
C -0.794 5.863 0.904 0.0 0.2 0.0
C 1.248 4.656 -1.113 0.2 0.0 -0.1
C 1.355 3.894 1.899 0.1 0.0 0.1
H -2.559 2.612 4.656 0.0 0.0 -0.1
H -1.141 3.107 3.728 0.0 0.0 0.1
H -1.488 1.385 3.988 -0.1 0.1 0.1
H -4.681 3.950 3.013 0.1 0.0 0.0
H -4.590 3.944 1.251 0.0 0.0 0.1
H -3.354 4.784 2.197 -0.1 0.0 0.0
H -4.586 0.571 2.844 0.0 0.0 -0.1
H -3.256 -0.080 1.888 -0.1 0.1 0.0
H -4.548 0.841 1.093 0.0 0.0 0.0
H -4.980 3.076 -0.611 0.0 0.0 -0.1
H -5.079 3.863 -2.188 0.0 0.0 0.0
H -4.007 4.525 -0.951 -0.1 0.0 0.0
H -4.236 0.411 -1.448 0.0 0.0 -0.1
H -2.747 0.081 -2.338 -0.1 0.1 -0.1
H -4.174 0.681 -3.201 0.0 0.0 0.1
H -1.361 3.952 -3.108 0.0 0.0 -0.1
H -2.794 3.712 -4.115 0.0 0.0 0.0
H -1.580 2.437 -3.974 0.0 0.0 0.0
H -1.625 5.957 0.198 0.1 0.0 0.1
H -0.240 6.807 0.885 0.0 -0.1 0.0
H -1.206 5.740 1.910 0.0 0.0 -0.1
H 0.591 4.828 -1.967 0.0 0.0 0.0
H 1.863 3.783 -1.344 0.0 0.1 0.0
H 1.917 5.520 -1.027 0.0 -0.1 0.0
H 0.749 3.751 2.798 0.1 0.0 0.0
H 2.116 4.649 2.124 -0.1 -0.1 0.0
H 1.873 2.957 1.689 0.0 0.0 0.0
```
Forces are in eV/Å.

- total charge = +2


Number 1: HOMO level -1.72 eV. Number 2: HOMO level -10.40 eV. Number 3: HOMO level -12.81 eV.